Record 1
The following is a DFT calculation (the ωB97M-V functional and the def2-TZVPD basis) of a cluster of 2 separate species, C4H11N3 in total.

XYZ file:
```
18
Properties=species:S:1:pos:R:3:forces:R:3
C -0.809727 -0.527813 -2.190656 -0.028 -0.118 -0.027
C -0.349835 -1.104128 -0.862433 0.070 0.231 0.120
C 1.071133 -0.282496 0.865850 -0.235 -0.030 0.360
N -0.327792 -2.368034 -0.752203 0.045 -0.011 -0.041
N 1.358505 -1.252447 1.631010 -0.162 0.263 -0.275
H 0.083408 -2.649838 0.151646 -0.047 0.095 -0.042
H 0.605663 -1.537423 2.255255 0.005 0.079 -0.005
H 1.802275 0.189934 0.221838 -0.044 -0.003 -0.054
H -1.651845 0.160177 -2.052640 0.035 -0.035 0.006
H 0.001587 0.059971 -2.634730 -0.032 -0.032 0.028
H -1.103564 -1.311963 -2.897209 0.015 0.032 0.039
C 0.096361 2.064343 0.724513 0.030 -0.188 0.009
N -0.125735 0.668471 1.153035 0.262 -0.112 0.092
H -0.405513 0.602163 2.133742 0.067 -0.048 -0.155
H -0.697484 0.091455 0.428652 0.027 -0.039 -0.062
H -0.783777 2.665274 0.944413 0.038 -0.046 0.000
H 0.267576 2.056226 -0.351552 -0.008 -0.011 0.024
H 0.968765 2.476128 1.231467 -0.037 -0.028 -0.016
```
Forces are in eV/Å.

Energy relative to the best compared isomer or geometry (same formula, charge and spin) ... 121.1 kcal/mol
HOMO energy ... -6.6 eV
Electronic energy ... -323.11349 Ha


Record 2
The following is a DFT calculation (the ωB97M-V functional and the def2-TZVPD basis) of a cluster of 2 separate species, C3H6F3O in total at a distorted geometry.

XYZ file:
```
13
Properties=species:S:1:pos:R:3:forces:R:3
C 0.486940 -1.058206 0.918121 -3.648 -2.761 -1.392
C 0.828213 1.065693 -0.365169 3.606 0.619 -0.400
C -1.063212 -0.274228 -0.840689 -2.747 1.093 1.083
O 0.199339 -0.261083 -0.378038 0.627 -0.805 0.367
F -1.368462 0.722461 -1.603550 0.151 -1.859 0.460
F -1.806945 0.836059 1.172750 1.023 -1.485 -2.258
F -1.624564 -1.434036 -1.058176 1.199 2.259 0.448
H -0.256519 -1.948089 0.742570 1.902 1.427 0.822
H 1.499242 -1.293077 0.860306 1.575 -0.411 -0.178
H 0.148978 -0.446618 1.704547 -0.387 0.917 0.876
H 1.496144 1.210862 0.541727 -1.148 -0.644 -1.093
H 1.422758 1.168465 -1.305622 -0.452 -0.375 0.816
H 0.038089 1.711796 -0.388777 -1.700 2.026 0.450
```
Forces are in eV/Å.

Energy relative to the best compared isomer or geometry (same formula, charge and spin) ... 108.1 kcal/mol
HOMO energy (alpha / beta) ... -16.5 / -15.3 eV
Charge ... +1
Electronic energy ... -492.23156 Ha


Record 3
The following is a DFT calculation (the ωB97M-V functional and the def2-TZVPD basis) of a structure of composition C22H16F6N4O6RuS2.

XYZ file:
```
57
Properties=species:S:1:pos:R:3:forces:R:3
Ru 0.159185 0.267207 -0.227785 -0.053 0.221 0.034
F 0.022681 -4.100164 4.454614 0.024 0.026 -0.076
C 0.679917 -4.190315 3.297689 -0.053 -0.115 0.062
F 0.173906 -5.219116 2.606710 0.022 0.038 0.032
F 1.961427 -4.451444 3.558591 -0.015 0.025 -0.025
S 0.503398 -2.665897 2.282273 -0.238 0.039 0.209
O 1.282548 -2.924506 1.109259 0.058 -0.043 -0.251
O -0.917601 -2.481775 2.153162 0.056 -0.056 -0.071
N 1.141327 -1.659973 3.311173 0.057 -0.252 0.162
S 1.774512 -0.286646 2.972246 -0.170 0.474 0.178
O 1.299069 0.304990 1.744480 0.292 -0.168 -0.294
O 1.801478 0.555991 4.125285 0.024 -0.053 -0.065
C 3.562798 -0.632249 2.680230 0.097 0.071 -0.049
F 4.139819 -1.035793 3.810502 0.017 -0.012 0.031
F 3.757785 -1.576670 1.757536 -0.027 0.000 0.003
F 4.169445 0.486167 2.267082 -0.024 -0.053 0.030
N -1.738937 0.058998 0.738702 -0.122 -0.054 0.117
C -2.566604 -0.774454 -0.162354 0.098 -0.051 -0.048
C -2.236846 -0.516017 -1.639520 0.054 0.204 -0.032
O -3.092502 -0.746819 -2.482488 -0.030 -0.088 0.005
O -1.045546 -0.083774 -1.875027 -0.074 0.026 0.044
H -1.675287 -0.393065 1.646683 0.024 0.015 -0.005
H -2.182285 0.960721 0.866711 -0.018 -0.024 0.083
H -3.636006 -0.642988 0.005209 0.002 0.033 -0.030
H -2.317933 -1.815876 0.044523 0.004 -0.011 0.005
C 3.787884 -1.258146 -1.955678 -0.025 -0.041 0.094
C 3.983537 -0.546080 -3.124196 0.144 -0.054 -0.098
C 3.078911 0.439683 -3.463142 -0.070 0.049 0.012
C 1.994785 0.699221 -2.630974 -0.118 -0.020 0.132
N 1.824171 0.027129 -1.473275 0.199 -0.158 -0.047
C 2.702353 -0.939493 -1.161268 -0.099 0.139 -0.007
C 0.980160 1.714267 -3.006137 0.147 -0.071 -0.019
C 0.550419 1.769975 -4.325228 -0.080 0.060 -0.022
C -0.451853 2.646222 -4.715809 0.029 -0.008 0.035
C -1.025572 3.482932 -3.773429 -0.008 -0.013 -0.040
C -0.589415 3.444420 -2.458069 -0.023 0.020 -0.053
C 0.404917 2.561269 -2.053996 -0.169 0.079 0.314
H 4.458077 -2.049022 -1.649383 0.000 0.005 0.010
H 4.829730 -0.754713 -3.767232 -0.004 -0.003 0.012
H 3.207041 1.022025 -4.365038 -0.028 0.019 0.009
H 2.494412 -1.471878 -0.244045 0.008 -0.007 -0.035
H 0.960861 1.074857 -5.046650 0.017 -0.010 0.011
H -0.795974 2.653577 -5.741527 -0.005 -0.002 -0.003
H -1.816495 4.166126 -4.056624 0.002 -0.001 -0.014
H -1.023380 4.116714 -1.728111 0.013 -0.006 0.002
N 2.554350 4.173270 4.247571 -0.011 0.044 0.037
C 2.165866 3.783010 3.237618 -0.019 -0.106 -0.148
C 1.710541 3.332958 1.948961 0.043 0.095 0.198
C 2.643385 3.120885 0.919468 -0.044 -0.013 -0.097
C 2.212580 2.774046 -0.334381 0.128 0.018 0.134
C 0.838832 2.578074 -0.624497 0.149 -0.077 -0.251
C -0.074428 2.794240 0.427072 -0.192 -0.158 -0.120
C 0.360746 3.173532 1.695903 0.021 -0.029 -0.047
H 3.697773 3.259853 1.117373 -0.001 0.001 0.010
H 2.941357 2.666156 -1.127883 -0.013 0.004 -0.025
H -1.135952 2.781107 0.216562 0.005 0.053 -0.046
H -0.358241 3.352579 2.484275 0.001 -0.002 0.012
```
Forces are in eV/Å.

Energy relative to the best compared isomer or geometry (same formula, charge and spin) ... 15.9 kcal/mol
HOMO energy (alpha / beta) ... -4.0 / -4.0 eV
Charge ... -1
Electronic energy ... -3008.99195 Ha
Spin multiplicity ... 2
Expectation value of S² ... 0.76


Record 4
The following is a DFT calculation (the ωB97M-V functional and the def2-TZVPD basis) of a cluster of 7 separate species, C46H89BO13P in total at a distorted geometry.

XYZ file:
```
150
Properties=species:S:1:pos:R:3:forces:R:3
C -5.234417 -1.222753 -1.302315 4.042 8.371 2.922
C -4.759314 0.082275 -0.971426 -2.118 -8.621 -1.993
C -3.933210 1.475878 -0.555111 -0.880 -0.671 0.742
C -2.547833 1.021070 0.253036 -0.335 -0.632 -0.175
C -1.182498 1.693641 -0.356280 0.213 0.076 0.093
C 0.050871 0.598833 -0.599855 1.044 2.608 2.382
C 0.259323 -0.139457 0.849072 -0.652 -1.558 -0.466
C 1.672016 -1.031934 0.924994 -0.618 0.910 -0.846
C 2.749415 -0.371009 1.965421 0.119 0.855 0.678
C 3.910440 0.561838 1.253253 -0.122 0.744 0.197
C 3.492482 -1.423714 2.975371 1.042 0.852 -0.080
C 3.712259 -2.933849 2.380026 0.252 -0.300 3.210
C 2.721853 -3.938012 3.258481 -0.647 -0.011 -0.313
C 1.255333 -3.735658 3.449978 0.028 -0.150 -0.198
C 0.563223 -2.723863 4.557096 0.637 1.906 -1.955
C 0.181812 -4.543246 2.455527 0.100 -0.370 1.802
O 1.232998 1.523281 -0.624070 -1.774 -3.069 -0.330
P 2.253103 1.344450 -2.023814 1.345 3.650 -0.467
O 1.273130 0.042688 -2.717557 -3.748 -1.567 1.337
C 0.017282 -0.296470 -1.981764 0.121 -0.060 0.859
C -0.285166 -1.918783 -1.711311 1.308 0.249 -0.529
C -0.745053 -2.723504 -3.063740 0.019 -0.976 0.361
C -2.305371 -3.307314 -2.973086 0.864 -0.285 -1.045
C -2.480372 -4.444493 -4.172918 -1.479 -0.837 2.143
O -2.655347 -3.832533 -5.501113 3.271 -2.419 -2.328
C -2.003589 -4.680927 -6.547309 -3.061 -5.766 1.241
O -2.304919 -6.006727 -6.604357 2.350 8.719 0.298
O -1.213815 0.095485 -2.695244 1.685 1.848 -2.852
B -0.913581 0.866051 -3.927430 0.997 0.938 -0.057
O -0.861910 2.369731 -3.947282 1.063 -3.461 -0.667
O -0.693413 0.210500 -5.246290 1.132 0.747 2.124
H -5.335396 -2.412367 -1.312035 0.132 3.506 -0.028
H -4.616496 2.086652 0.198399 1.263 -1.335 -1.774
H -3.718172 2.166668 -1.475291 -0.412 -1.659 1.626
H -2.630364 1.288568 1.413057 -0.040 -0.517 -2.592
H -2.535835 -0.167551 0.191876 0.185 2.638 0.067
H -0.769612 2.464884 0.452487 -0.710 -1.817 -1.793
H -1.348972 2.329742 -1.335516 0.189 -1.504 1.917
H -0.648458 -0.895907 1.018365 1.852 1.508 -0.197
H 0.179262 0.656109 1.705831 0.356 -1.370 -1.795
H 2.104414 -1.014689 -0.186879 -0.678 -0.102 2.496
H 1.333156 -2.123017 1.175246 0.993 1.945 -0.171
H 2.126741 0.373336 2.661087 1.312 -1.578 -1.436
H 3.440780 1.561727 0.801458 0.903 -2.471 0.656
H 4.477317 -0.034842 0.418379 -1.146 1.151 1.494
H 4.728104 0.944854 2.032052 -1.977 -1.142 -1.560
H 2.972546 -1.412548 4.049382 0.994 -0.409 -2.492
H 4.583647 -0.982640 3.172035 -2.330 -0.838 -0.384
H 3.584266 -3.040806 1.221930 -0.286 0.214 2.286
H 4.818542 -3.305627 2.623286 -2.270 0.885 -0.558
H 3.196628 -4.871631 3.826129 -1.211 0.952 -2.784
H 0.532788 -1.643726 4.049535 -0.179 -1.935 1.232
H 1.212226 -2.596508 5.529015 -1.310 -0.596 -2.034
H -0.549664 -3.001364 4.793043 2.274 0.216 -0.515
H -0.920264 -4.317496 2.826258 2.223 -0.447 -0.814
H 0.292691 -4.171944 1.326425 0.000 -0.832 2.645
H 0.373865 -5.692931 2.578815 -0.320 2.027 -0.604
H 3.069293 2.385957 -1.385054 0.100 0.064 -0.322
H 1.456939 2.437720 -2.556632 -0.576 -0.363 -0.296
H 2.979084 1.486810 -3.290798 -0.056 -0.797 0.605
H 3.242587 0.465220 -1.455215 -0.894 -0.713 0.029
H 0.745811 -2.387978 -1.353091 -2.321 0.955 -0.477
H -1.116687 -2.032434 -0.888848 1.715 0.354 -1.552
H -0.542500 -2.121959 -4.053744 -0.707 -1.000 2.089
H -0.066223 -3.701794 -3.139919 -1.376 2.011 0.188
H -2.505134 -3.885195 -1.948121 0.609 1.262 -2.185
H -3.111101 -2.456285 -3.079931 1.658 -1.667 0.140
H -3.506213 -4.997586 -3.919770 2.261 0.891 -0.658
H -1.603417 -5.250681 -4.167746 -1.893 1.933 -0.025
H -1.273050 -4.183938 -7.336127 -1.789 -0.657 1.863
H -0.082423 2.597152 -4.551193 -1.725 -0.411 1.154
H 0.284052 0.101850 -5.440204 -1.686 0.215 0.628
C -6.840755 6.078202 0.129496 -0.506 -0.217 -0.205
C -6.268212 6.492021 1.460542 0.005 0.487 0.380
C -5.113264 5.527861 1.622185 0.432 -0.308 -0.009
O -4.641960 5.218246 0.303421 -0.446 0.232 0.056
C -5.597266 5.706823 -0.648374 0.336 -0.171 -0.339
H -7.430613 6.859053 -0.357144 0.053 -0.081 0.003
H -7.478692 5.195685 0.258094 0.027 0.089 -0.048
H -5.891124 7.519661 1.398592 -0.038 -0.076 0.050
H -6.985729 6.440064 2.283333 0.104 -0.008 -0.035
H -5.438910 4.592186 2.088908 0.015 0.117 0.081
H -4.296327 5.948095 2.215885 -0.110 -0.211 -0.169
H -5.160656 6.583016 -1.139994 -0.072 -0.004 -0.119
H -5.788493 4.941132 -1.405236 0.183 0.140 0.071
C -6.564453 3.255402 -5.319158 -0.447 -0.470 0.081
C -6.473289 4.641186 -5.903987 0.142 0.278 -0.572
C -6.164056 5.480441 -4.683468 0.085 0.200 0.418
O -5.421235 4.647250 -3.782838 -0.303 0.024 -0.412
C -5.496066 3.292687 -4.248445 0.504 -0.184 0.179
H -6.407414 2.458509 -6.050445 0.004 0.072 0.122
H -7.549389 3.110590 -4.859520 0.088 -0.039 -0.056
H -5.638090 4.690366 -6.612579 -0.105 0.032 0.058
H -7.380904 4.960406 -6.422492 0.088 0.005 0.058
H -7.081202 5.791023 -4.171857 -0.073 0.094 -0.059
H -5.580127 6.373129 -4.925535 0.009 -0.081 0.128
H -4.515501 3.025485 -4.657261 -0.044 -0.099 0.038
H -5.718091 2.626369 -3.410344 0.073 0.120 0.000
C 2.283306 -9.792157 3.055927 -0.390 -0.540 -0.029
C 3.263730 -9.064853 2.172450 0.599 -0.019 -0.123
C 2.621912 -7.700703 2.042821 -0.145 0.421 -0.225
O 1.895695 -7.465406 3.257058 0.133 -0.465 -0.005
C 1.826544 -8.694976 3.992318 -0.034 0.349 0.303
H 2.715465 -10.647922 3.580700 -0.070 0.085 -0.025
H 1.437026 -10.148396 2.456558 0.079 0.000 0.094
H 4.229229 -8.976353 2.684366 -0.068 -0.005 -0.094
H 3.431317 -9.550916 1.207996 -0.016 0.088 0.092
H 1.905596 -7.675487 1.214801 0.074 0.015 -0.077
H 3.356589 -6.904292 1.893021 -0.199 0.021 0.089
H 2.495541 -8.606105 4.855207 -0.037 -0.089 0.059
H 0.807020 -8.850523 4.355730 0.060 0.132 -0.025
C 8.911723 2.554798 2.896747 0.301 0.563 -0.110
C 8.402312 1.773019 4.079985 0.224 -0.438 0.421
C 6.915725 1.713368 3.804053 -0.468 0.075 -0.082
O 6.756288 1.724010 2.378714 0.630 0.175 0.331
C 8.016143 2.060991 1.781687 -0.232 -0.229 -0.371
H 9.973756 2.398868 2.691192 -0.107 0.023 -0.012
H 8.747436 3.626365 3.061346 0.054 -0.096 -0.046
H 8.825702 0.761766 4.066295 -0.045 0.091 0.050
H 8.639304 2.229949 5.044126 -0.052 -0.059 -0.080
H 6.401495 2.593512 4.204401 -0.004 -0.031 0.109
H 6.447784 0.816515 4.220163 -0.054 0.074 -0.130
H 8.420644 1.153269 1.320761 0.070 0.054 -0.062
H 7.865231 2.811421 1.000808 -0.117 -0.129 0.056
C 5.330319 -1.903889 -4.092241 -0.328 -0.446 -0.065
C 6.310742 -1.176585 -4.975719 0.635 -0.080 -0.214
C 5.668924 0.187566 -5.105347 -0.354 0.366 0.194
O 4.942706 0.422862 -3.891111 0.675 -0.535 -0.468
C 4.873556 -0.806707 -3.155850 -0.212 0.169 0.315
H 5.762478 -2.759654 -3.567469 -0.057 0.071 -0.023
H 4.484039 -2.260128 -4.691610 0.058 0.000 0.090
H 7.276241 -1.088084 -4.463802 -0.055 -0.001 -0.079
H 6.478330 -1.662647 -5.940173 0.014 0.061 0.044
H 4.952608 0.212781 -5.933368 0.047 0.004 -0.130
H 6.403601 0.983977 -5.255148 -0.105 0.026 0.045
H 5.542553 -0.717835 -2.292962 -0.034 -0.073 0.089
H 3.854033 -0.962253 -2.792438 0.164 0.179 -0.085
C -4.789780 4.388004 6.650804 -0.499 0.051 0.435
C -3.962821 3.313112 5.993931 0.546 -0.323 0.115
C -4.278327 3.521579 4.528790 -0.106 -0.105 -0.461
O -4.549756 4.919331 4.356344 0.004 -0.105 0.734
C -4.689652 5.519616 5.651457 0.170 0.317 -0.263
H -4.437153 4.666671 7.647037 -0.050 0.001 -0.105
H -5.831146 4.055298 6.735649 0.093 0.064 0.033
H -2.898200 3.500425 6.177162 -0.104 -0.077 -0.031
H -4.197212 2.303746 6.341431 0.037 0.105 -0.079
H -5.175630 2.967910 4.232713 0.042 -0.104 -0.009
H -3.453033 3.223495 3.875721 -0.128 0.118 -0.016
H -3.799709 6.131877 5.833588 -0.044 0.054 0.090
H -5.568894 6.169598 5.663643 0.069 -0.026 -0.121
```
Forces are in eV/Å.

HOMO energy ... -3.8 eV
Charge ... -1
Electronic energy ... -3149.74056 Ha


Number 1: molar mass 101.15 g mol⁻¹. Number 2: molar mass 115.07 g mol⁻¹. Number 3: molar mass 711.58 g mol⁻¹. Number 4: molar mass 891.99 g mol⁻¹.